ORCA calculation (the ωB97M-V functional and the def2-TZVPD basis) on the ion BrO3S with charge -1 at a distorted geometry.

Properties
Energy above the lowest of the compared OMol25 structures with the same formula, charge and spin ... 327.4 kJ/mol
HOMO level ... -5.074 eV
Frontier orbital gap ... 8.381 eV
E_LUMO ... 3.3 eV
Total energy ... -87019.4192 eV
Net charge ... -1
SMILES ... O=S(=O)([O-])Br

Geometry as XYZ:
```
5
BrO3S (the ωB97M-V functional and the def2-TZVPD basis)
O -0.659 -1.433 1.152
S -0.183 0.199 0.050
O 0.505 1.128 0.910
O -1.120 0.755 -0.898
Br 1.458 -0.649 -1.213
```

Now the Löwdin charges, all in e:
1. O -0.5981
2. S 0.2698
3. O -0.4661
4. O -0.4561
5. Br 0.2505



ORCA calculation (the ωB97M-V functional and the def2-TZVPD basis) on a structure of composition C23H23IN5O7Y at a distorted geometry.

Properties
HOMO level ... -6.926 eV
Frontier orbital gap ... 7.095 eV
E_LUMO ... 0.2 eV
Total energy ... -55155.5384 eV

Geometry as XYZ:
```
60
C23H23IN5O7Y (the ωB97M-V functional and the def2-TZVPD basis)
Y -0.205 -0.606 0.179
O 1.767 0.457 6.077
C 1.363 0.357 4.797
C 0.155 0.901 4.354
C -0.189 0.735 3.032
N 0.613 0.108 2.175
C 1.767 -0.418 2.590
C 2.181 -0.328 3.899
C 2.521 -1.185 1.490
O 3.560 -1.750 1.770
O 1.917 -1.153 0.353
C -1.541 1.108 2.420
O -2.445 1.484 3.151
O -1.601 0.903 1.152
H 1.107 0.929 6.596
H -0.515 1.424 5.026
H 3.110 -0.785 4.212
O 2.406 -4.940 -4.673
C 2.431 -5.279 -3.300
C 1.545 -4.339 -2.536
C 1.059 -4.689 -1.279
C 0.292 -3.776 -0.594
N -0.031 -2.574 -1.079
C 0.429 -2.227 -2.296
C 1.221 -3.093 -3.041
C 0.013 -0.896 -2.809
C -0.197 -0.745 -4.145
C -0.612 0.541 -4.648
C -0.744 0.710 -6.136
O -1.821 -0.062 -6.665
C -0.882 1.525 -3.786
C -0.886 1.293 -2.298
N -0.197 0.076 -1.875
H 2.956 -5.560 -5.158
H 3.448 -5.201 -2.896
H 2.089 -6.306 -3.135
H 1.289 -5.646 -0.830
H -0.092 -4.010 0.392
H 1.607 -2.796 -4.004
H -0.006 -1.562 -4.829
H 0.197 0.429 -6.625
H -0.970 1.745 -6.385
H -1.760 -0.954 -6.310
H -1.160 2.517 -4.126
H -0.408 2.150 -1.805
C -4.585 -0.870 2.335
N -3.840 -2.068 1.942
C -4.587 -3.129 1.267
C -2.551 -2.019 1.764
N -1.396 -2.043 1.621
H -5.072 -0.437 1.459
H -3.918 -0.125 2.763
H -5.338 -1.149 3.072
H -5.087 -2.734 0.379
H -5.332 -3.534 1.951
H -3.910 -3.925 0.966
I -3.125 -0.634 -1.405
C -2.366 1.344 -1.788
H -3.029 1.781 -2.530
H -2.469 1.845 -0.829
```

Atomic partial charges in e from the Löwdin method, atoms 1 to 8:
1. Y 1.3455
2. O 0.0921
3. C -0.2740
4. C 0.0756
5. C -0.1631
6. N 0.0209
7. C -0.1466
8. C 0.0888



ORCA calculation (the ωB97M-V functional and the def2-TZVPD basis) on a structure of composition C3H6ClNS at a distorted geometry.

Properties
Energy above the lowest of the compared OMol25 structures with the same formula, charge and spin ... 229.6 kJ/mol
HOMO level ... -8.479 eV
Frontier orbital gap ... 9.099 eV
E_LUMO ... 0.6 eV
Total energy ... -28053.9850 eV

Geometry as XYZ:
```
12
C3H6ClNS (the ωB97M-V functional and the def2-TZVPD basis)
C -1.172 0.247 0.076
C 1.105 0.798 -0.563
C -0.334 -1.374 0.829
N -0.274 1.141 -0.320
S -2.794 0.379 0.042
Cl 0.581 -2.484 -0.250
H 1.031 -0.269 -1.013
H 1.702 1.584 -1.156
H 1.604 0.788 0.380
H -1.250 -1.820 1.250
H 0.546 -0.953 1.427
H -0.746 1.964 -0.700
```

Atomic partial charges in e from the Löwdin method, atoms 1 to 8:
1. C -0.8119
2. C -0.1101
3. C -0.4842
4. N -0.1269
5. S 0.6016
6. Cl 0.4974
7. H 0.0485
8. H 0.1170



ORCA calculation (the ωB97M-V functional and the def2-TZVPD basis) on a cluster of 2 separate species, C4H9N in total at a distorted geometry.

Properties
Energy above the lowest of the compared OMol25 structures with the same formula, charge and spin ... 210.0 kJ/mol
HOMO level (alpha / beta) ... 1.278 / -4.519 eV
Frontier orbital gap (alpha / beta) ... 2.819 / 8.466 eV
E_LUMO (alpha / beta) ... 4.1 / 3.9 eV
Total energy ... -5780.0112 eV
Spin multiplicity ... 2
Net charge ... -1

Geometry as XYZ:
```
14
C4H9N (the ωB97M-V functional and the def2-TZVPD basis)
C -3.191 -0.949 -0.862
C -2.453 -0.174 -0.047
H -3.658 -1.804 -0.357
H -3.167 -0.936 -1.936
H -2.233 -0.290 1.004
H -2.227 0.856 -0.360
C 1.579 1.035 -0.286
C 2.951 -0.324 1.109
N 2.545 -0.002 -0.109
H 0.733 0.461 -0.800
H 1.970 1.725 -1.040
H 1.054 1.553 0.515
H 3.561 -1.223 1.126
H 2.536 0.072 2.042
```

Atomic partial charges in e from the Löwdin method, atoms 1 to 8:
1. C -0.1484
2. C -0.1749
3. H 0.0248
4. H 0.0215
5. H -0.0012
6. H 0.0288
7. C -0.3050
8. C -0.2835